A structure of composition C20H30ClFeN9O4S at a distorted geometry, computed with ωB97M-V/def2-TZVPD.

Properties
- HOMO level (spin up / spin down) (eV) = -10.44 / -10.44
- energy above the lowest of the compared OMol25 structures with the same formula, charge and spin (kcal per mole) = 10.98
- net charge = +1
- 2S+1 = 2
- frontier orbital gap (spin up / spin down) (eV) = 7.25 / 7.66

Cartesian coordinates (Å):
Fe1 -0.531 -0.956 -0.862
N1 -0.390 0.453 -2.311
C1 -1.720 0.849 -2.819
C2 -2.565 -0.406 -2.905
N2 -2.516 -1.009 -1.560
C3 -3.129 -2.333 -1.385
C4 -2.769 -2.747 0.031
N3 -1.306 -2.649 0.111
H1 0.187 1.253 -2.076
H2 0.149 -0.048 -3.016
H3 -1.648 1.355 -3.783
H4 -2.158 1.553 -2.107
H5 -2.137 -1.114 -3.609
H6 -3.587 -0.176 -3.215
H7 -2.989 -0.360 -0.935
H8 -2.676 -3.007 -2.112
H9 -4.210 -2.321 -1.543
H10 -3.144 -3.742 0.272
H11 -3.209 -2.054 0.750
H12 -0.902 -3.442 -0.379
H13 -0.927 -2.668 1.055
N4 1.824 4.339 4.468
C5 1.765 3.144 3.782
C6 0.799 2.183 4.099
C7 0.712 1.011 3.370
C8 1.589 0.779 2.323
C9 2.575 1.711 2.012
C10 2.652 2.888 2.726
S1 1.471 -0.726 1.412
O1 2.634 -1.516 1.636
O2 0.207 -1.306 1.822
N5 1.232 -0.234 -0.189
C11 2.398 -0.250 -0.983
N6 2.218 -0.324 -2.309
C12 3.304 -0.330 -3.069
C13 4.587 -0.246 -2.556
C14 4.658 -0.088 -1.180
N7 3.588 -0.079 -0.406
H14 1.404 4.363 5.382
H15 2.679 4.864 4.399
H16 0.126 2.355 4.931
H17 -0.033 0.266 3.614
H18 3.278 1.500 1.216
H19 3.415 3.618 2.483
H20 3.130 -0.398 -4.138
H21 5.464 -0.264 -3.185
H22 5.607 0.053 -0.672
C15 -3.309 2.193 2.825
N8 -2.334 1.811 1.812
C16 -1.354 2.613 1.289
C17 -0.682 1.852 0.387
N9 -1.248 0.596 0.335
C18 -2.238 0.615 1.211
H23 -2.795 2.635 3.676
H24 -3.843 1.308 3.158
H25 -4.017 2.909 2.414
H26 -1.193 3.622 1.628
H27 0.202 2.109 -0.166
H28 -2.873 -0.213 1.474
Cl1 -0.281 -5.404 -2.668
C19 0.983 -4.169 -2.957
C20 0.450 -2.887 -2.366
O3 0.863 -2.518 -1.235
O4 -0.456 -2.246 -2.934
H29 1.138 -4.083 -4.027
H30 1.883 -4.488 -2.444

Forces on the atoms, in the same order (eV/Å):
Fe 0.25 0.50 -0.39
N 0.10 -0.06 -0.18
C 0.06 -0.02 0.03
C -0.06 0.02 -0.07
N 0.02 0.02 -0.12
C -0.05 -0.07 0.02
C 0.03 0.01 -0.11
N -0.02 0.11 0.25
H -0.08 0.02 0.05
H -0.01 -0.06 0.06
H 0.01 -0.04 -0.03
H 0.00 0.00 -0.01
H -0.03 0.01 0.00
H -0.03 0.01 0.09
H 0.01 -0.05 0.01
H 0.00 -0.01 0.02
H 0.01 0.08 -0.03
H 0.06 -0.03 -0.03
H -0.05 -0.06 0.00
H 0.14 0.04 0.01
H -0.06 0.06 0.06
N -0.05 0.04 -0.01
C 0.01 -0.05 -0.02
C 0.04 0.07 -0.01
C -0.03 -0.03 0.02
C 0.15 -0.02 -0.15
C -0.06 0.06 0.04
C -0.02 0.03 0.04
S -0.26 0.38 0.16
O 0.16 -0.17 -0.24
O -0.07 0.04 0.09
N 0.84 -0.95 0.72
C -0.30 0.36 -0.16
N -0.20 -0.11 0.10
C 0.24 0.02 -0.06
C -0.15 0.00 0.11
C 0.08 -0.05 -0.20
N -0.25 0.15 0.14
H 0.02 0.00 0.01
H 0.01 -0.01 0.01
H 0.00 0.00 0.00
H 0.01 0.00 0.01
H -0.03 0.01 0.05
H -0.01 -0.01 0.01
H 0.04 0.01 -0.02
H 0.00 0.00 0.00
H 0.02 -0.01 -0.04
C 0.03 -0.01 0.01
N -0.08 -0.05 -0.04
C 0.04 -0.02 -0.01
C -0.04 0.01 -0.09
N -0.14 -0.09 -0.01
C 0.07 0.00 0.15
H 0.02 0.00 -0.01
H 0.00 -0.01 -0.01
H 0.00 0.01 0.00
H -0.01 -0.02 -0.01
H -0.01 -0.02 0.01
H 0.01 0.02 0.00
Cl 0.03 -0.02 0.01
C 0.05 0.02 0.06
C -0.06 0.17 0.07
O -0.29 -0.15 -0.07
O -0.06 -0.07 -0.25
H -0.04 -0.01 -0.01
H 0.01 -0.02 -0.02

An isolated molecule of C4H9NO2S at a distorted geometry, computed with ωB97M-V/def2-TZVPD.

Properties
- HOMO level (eV) = -9.43
- energy above the lowest of the compared OMol25 structures with the same formula, charge and spin (kcal per mole) = 41.67
- SMILES = O=C(O)NCCCS
- 2S+1 = 1
- frontier orbital gap (eV) = 9.91

Cartesian coordinates (Å):
O1 1.064 0.832 -3.479
C1 0.997 0.988 -2.257
O2 1.656 1.982 -1.554
N1 -0.093 0.452 -1.517
C2 -0.318 0.685 -0.092
C3 0.471 -0.388 0.864
C4 -0.382 -1.521 1.341
S1 -1.941 -0.853 2.071
H1 0.996 2.481 -0.951
H2 -0.529 -0.347 -1.845
H3 -1.456 0.666 0.076
H4 0.033 1.709 0.170
H5 1.195 -0.895 0.244
H6 1.125 0.309 1.503
H7 -0.809 -2.215 0.501
H8 0.152 -1.923 2.157
H9 -2.160 -1.959 2.768

Forces on the atoms, in the same order (eV/Å):
O 1.09 -0.22 2.98
C -3.22 1.05 -1.45
O -1.07 0.36 0.36
N 2.12 2.04 0.97
C -0.06 -0.85 0.56
C 0.27 2.79 -2.04
C -2.28 0.66 -0.71
S 0.14 0.09 0.21
H 1.63 -1.41 -1.53
H -0.74 -1.50 -1.27
H 1.74 -0.02 -0.13
H -0.51 -0.82 0.04
H 0.48 0.23 -0.57
H -1.41 -1.71 0.21
H 1.72 1.02 1.54
H 0.40 -1.50 0.57
H -0.31 -0.21 0.27

A structure of composition C30H43N4O8RbSe2Si, computed with ωB97M-V/def2-TZVPD.

Properties
- HOMO level (eV) = -1.03
- energy above the lowest of the compared OMol25 structures with the same formula, charge and spin (kcal per mole) = 4.66
- net charge = -2
- 2S+1 = 1
- frontier orbital gap (eV) = 4.60

Cartesian coordinates (Å):
Rb1 -0.628 0.443 0.591
O1 4.175 1.562 1.714
C1 2.991 1.678 1.012
O2 2.831 0.719 0.037
C2 2.085 2.633 1.277
C3 2.281 3.581 2.377
C4 1.360 4.532 2.618
C5 0.187 4.634 1.800
C6 0.064 3.690 0.793
N1 0.920 2.726 0.495
C7 -1.158 3.728 -0.088
O3 -1.678 4.957 -0.288
O4 -1.676 2.780 -0.629
H1 4.148 0.726 2.201
H2 3.167 3.479 2.989
H3 1.488 5.213 3.452
H4 -0.614 5.312 2.066
H5 -1.079 5.580 0.154
O5 -2.796 -1.292 -0.610
C8 -3.553 -2.419 -0.148
C9 -3.054 -3.723 -0.727
C10 -2.914 -3.701 -2.257
C11 -1.543 -3.330 -2.761
C12 -0.993 -3.954 -3.875
C13 0.268 -3.581 -4.306
C14 0.950 -2.594 -3.619
C15 0.327 -2.021 -2.524
N2 -0.880 -2.381 -2.099
H6 -1.959 -1.647 -0.999
H7 -4.597 -2.254 -0.440
H8 -3.512 -2.454 0.943
H9 -3.753 -4.512 -0.433
H10 -2.097 -3.967 -0.252
H11 -3.621 -2.980 -2.689
H12 -3.175 -4.678 -2.669
H13 -1.547 -4.734 -4.384
H14 0.718 -4.064 -5.166
H15 1.941 -2.276 -3.908
H16 0.824 -1.242 -1.960
O6 0.225 -5.959 3.974
C16 -0.852 -5.008 3.996
C17 -0.392 -3.546 3.949
C18 0.206 -3.171 5.308
O7 1.305 -4.014 5.695
C19 0.671 -3.319 2.857
Se1 0.550 -4.424 1.203
C20 -1.675 -2.733 3.681
Se2 -1.604 -0.760 3.907
H17 0.584 -5.869 3.062
H18 -1.415 -5.174 4.919
H19 -1.511 -5.193 3.145
H20 -0.593 -3.220 6.062
H21 0.559 -2.143 5.283
H22 1.165 -4.873 5.268
H23 1.657 -3.499 3.277
H24 0.621 -2.269 2.574
H25 -2.464 -3.103 4.342
H26 -1.983 -2.945 2.657
C21 -4.342 1.492 -2.063
N3 -3.333 0.657 -2.691
C22 -2.260 1.163 -3.369
N4 -2.294 2.534 -3.607
O8 -1.345 0.464 -3.787
H27 -5.081 0.838 -1.603
H28 -4.847 2.108 -2.808
H29 -3.935 2.140 -1.283
H30 -3.152 -0.222 -2.216
H31 -2.583 3.081 -2.806
H32 -1.396 2.834 -3.954
C23 2.710 1.450 -2.730
Si1 3.684 0.632 -1.375
C24 5.338 1.481 -1.252
C25 4.002 -1.170 -1.744
C26 3.554 -2.205 -0.918
C27 3.834 -3.536 -1.212
C28 4.575 -3.849 -2.343
C29 5.033 -2.838 -3.182
C30 4.745 -1.514 -2.883
H33 3.242 1.405 -3.687
H34 2.537 2.501 -2.474
H35 1.731 0.975 -2.859
H36 5.821 1.493 -2.236
H37 5.991 0.955 -0.551
H38 5.228 2.513 -0.903
H39 2.964 -1.984 -0.035
H40 3.428 -4.308 -0.565
H41 4.784 -4.887 -2.580
H42 5.610 -3.082 -4.068
H43 5.111 -0.732 -3.546

Forces on the atoms, in the same order (eV/Å):
Rb -0.14 -0.85 0.41
O 0.08 -0.08 0.08
C 0.14 0.07 -0.06
O -0.20 -0.41 0.00
C -0.13 0.14 0.01
C -0.03 -0.06 -0.05
C -0.10 0.00 -0.04
C -0.01 0.19 0.02
C 0.15 0.00 0.01
N 0.11 0.39 -0.08
C 0.10 0.02 -0.07
O 0.01 0.10 -0.01
O -0.02 0.12 0.07
H -0.01 0.03 0.03
H -0.03 0.01 0.00
H 0.02 0.00 0.00
H -0.02 -0.05 0.00
H -0.01 0.00 0.03
O -0.32 -0.12 0.17
C 0.03 0.39 0.05
C 0.18 -0.12 0.03
C -0.08 -0.01 0.01
C 0.11 -0.05 0.09
C 0.02 -0.04 0.00
C 0.01 -0.05 -0.06
C 0.02 0.04 0.06
C -0.05 -0.04 0.05
N 0.15 -0.05 -0.27
H 0.06 -0.09 -0.08
H -0.03 0.07 -0.03
H 0.01 0.01 0.04
H 0.00 0.03 -0.01
H 0.06 -0.06 -0.09
H -0.07 -0.04 0.04
H 0.02 0.01 -0.04
H 0.00 0.03 0.02
H -0.02 0.02 0.03
H 0.06 0.02 0.02
H 0.04 0.01 0.03
O -0.15 0.11 0.11
C 0.12 -0.16 -0.02
C -0.01 0.06 -0.08
C 0.07 -0.17 -0.06
O -0.17 0.18 0.10
C -0.05 0.00 -0.11
Se -0.01 0.16 -0.12
C 0.13 0.15 0.03
Se 0.03 -0.02 -0.22
H 0.01 0.00 0.00
H 0.02 -0.07 0.03
H -0.03 -0.02 -0.03
H 0.02 -0.03 0.05
H 0.05 0.05 -0.01
H -0.03 -0.02 -0.10
H 0.05 -0.02 0.03
H 0.01 0.06 0.02
H -0.02 0.01 0.02
H 0.02 -0.07 -0.04
C 0.06 -0.06 -0.04
N 0.05 0.16 -0.02
C 0.04 -0.07 0.13
N -0.10 0.03 -0.06
O -0.12 -0.01 -0.01
H 0.00 -0.01 0.00
H 0.00 0.00 -0.03
H 0.02 0.00 0.01
H 0.03 0.00 -0.01
H 0.01 -0.02 0.01
H 0.04 0.01 0.01
C -0.18 -0.01 -0.13
Si 0.09 0.24 -0.03
C 0.17 0.13 0.10
C -0.04 -0.18 -0.07
C 0.01 0.04 -0.01
C -0.09 0.00 -0.06
C -0.07 -0.04 0.06
C -0.03 0.07 0.04
C -0.03 0.00 0.06
H -0.06 0.00 0.06
H 0.01 -0.09 0.00
H 0.05 0.07 -0.04
H -0.02 0.01 0.07
H -0.03 0.05 -0.04
H 0.00 -0.09 -0.04
H -0.02 -0.03 -0.02
H 0.03 0.06 -0.02
H 0.01 0.02 0.00
H -0.01 -0.01 0.01
H -0.03 -0.04 0.02

> Which of these has the lowest energy above the lowest of the compared OMol25 structures with the same formula, charge and spin?

C30H43N4O8RbSe2Si

> The highest 2S+1 belongs to which entry?

C20H30ClFeN9O4S